A 8-piece molecular cluster, C26H62N6O10 overall at a distorted geometry. Source: OMol25; level of theory: the ωB97M-V functional and the def2-TZVPD basis.

Properties
2S+1 ... 1
Structure (SMILES) ... CNC(C)=O.CNC(C)=O.CNC(C)=O.CNC(C)=O.CNC(C)=O.CNC(C)=O.COCCOC.COCCOC
Kohn-Sham gap ... 9.09 eV
E_LUMO ... 0.2 eV
Largest force on an atom ... 4.59 eV/A
HOMO level ... -8.88 eV
Energy relative to the best compared isomer or geometry (same formula, charge and spin) ... 373.3 kJ/mol

```
104
Properties=species:S:1:pos:R:3:forces:R:3:lowdin_charge:R:1
C -0.177 -2.470 -1.260 0.98 0.54 -0.06 -0.03
N 0.069 -1.069 -0.899 0.67 -0.23 -0.54 0.04
C -0.791 -0.050 -0.875 0.34 0.39 1.54 -0.51
C -0.217 1.291 -0.297 -0.32 -0.50 -0.99 0.00
O -1.990 -0.137 -1.094 -0.43 -0.02 -0.62 0.02
H -0.621 -2.555 -2.252 -0.87 0.00 0.53 0.07
H -0.585 -3.024 -0.414 -0.79 -0.03 -0.41 0.08
H 0.777 -2.963 -1.450 0.42 0.30 0.22 0.08
H 0.933 -0.844 -0.427 0.00 -0.42 -0.04 0.08
H 0.505 1.799 -0.937 -0.23 -0.14 -0.62 0.07
H 0.343 1.195 0.633 -0.63 -0.36 0.19 0.05
H -1.130 1.881 -0.223 0.42 0.27 0.32 0.06
C 2.160 6.645 3.925 0.13 -1.89 -0.48 -0.03
N 2.645 5.747 2.810 -0.52 2.87 -0.02 0.03
C 2.927 4.435 2.862 -2.22 -0.36 0.64 -0.59
C 3.153 3.777 1.559 0.96 0.76 -1.79 0.00
O 2.729 3.789 3.864 0.70 -0.83 1.44 0.04
H 1.726 5.979 4.671 0.43 0.11 0.35 0.06
H 1.319 7.257 3.597 0.35 0.10 -0.45 0.07
H 2.967 7.258 4.326 -0.12 -0.12 0.01 0.08
H 2.420 6.164 1.917 0.39 -0.15 -0.21 0.08
H 2.953 4.545 0.812 -0.09 -0.25 -0.38 0.05
H 2.545 2.901 1.336 -0.03 0.09 0.51 0.07
H 4.204 3.545 1.385 0.06 -0.28 0.30 0.09
C 1.843 -8.271 1.933 -0.42 0.71 -0.84 -0.04
N 1.418 -7.435 0.788 1.39 0.95 0.60 0.00
C 0.324 -7.581 0.048 -0.18 -0.64 -1.65 -0.60
C 0.122 -6.556 -1.049 0.30 0.99 0.36 0.00
O -0.365 -8.559 0.101 -1.61 -1.42 0.48 0.06
H 1.129 -9.089 2.029 -0.05 0.22 0.02 0.08
H 1.839 -7.628 2.813 0.05 -0.32 0.18 0.08
H 2.831 -8.706 1.784 0.01 0.16 -0.11 0.08
H 1.901 -6.607 0.468 0.66 -0.23 0.92 0.12
H -0.930 -6.315 -1.205 0.05 -0.32 0.02 0.08
H 0.588 -6.849 -1.990 -0.18 -0.36 0.05 0.09
H 0.621 -5.629 -0.768 -0.02 0.30 -0.04 0.06
C -3.774 -3.283 -0.069 -0.74 -0.29 0.11 -0.07
N -3.639 -2.698 -1.374 1.21 3.12 1.55 0.00
C -3.762 -3.267 -2.564 -0.11 -0.84 0.17 -0.57
C -3.825 -2.366 -3.781 -0.04 0.52 -0.19 0.01
O -3.837 -4.480 -2.580 -0.47 -1.23 -1.32 0.02
H -4.680 -2.860 0.365 -0.86 -0.94 -0.15 0.08
H -3.129 -2.894 0.719 1.22 -0.13 -0.68 0.07
H -3.713 -4.365 -0.182 -0.37 0.09 0.54 0.09
H -3.194 -1.796 -1.278 -0.22 0.54 -0.73 0.08
H -3.239 -1.458 -3.640 0.57 -0.21 -0.03 0.07
H -4.798 -1.918 -3.982 -0.47 -0.46 0.48 0.08
H -3.584 -2.891 -4.706 0.38 -0.08 0.27 0.07
C 0.559 4.780 -0.731 -0.38 -0.37 0.83 -0.04
N -0.416 5.770 -0.284 -1.73 -2.39 -2.43 0.02
C -0.168 6.889 0.321 -2.28 0.86 0.11 -0.64
C -1.353 7.735 0.710 -0.48 1.51 -0.01 0.00
O 0.951 7.183 0.559 3.96 1.74 1.56 0.07
H 0.240 4.335 -1.673 0.05 0.14 0.06 0.09
H 0.513 4.022 0.051 0.35 -0.48 -0.26 0.06
H 1.596 5.113 -0.783 -0.40 0.51 -0.13 0.08
H -1.358 5.657 -0.631 0.10 -0.27 0.12 0.14
H -1.617 8.503 -0.018 0.54 -0.09 -0.70 0.08
H -1.044 8.384 1.529 -0.14 -0.44 0.40 0.08
H -2.340 7.299 0.862 0.38 -0.68 0.45 0.08
C -2.018 3.420 1.858 -0.63 0.34 -0.48 -0.06
N -1.644 4.627 2.538 0.31 0.41 0.06 0.02
C -2.195 5.107 3.666 -2.01 -0.28 0.80 -0.57
C -1.480 6.163 4.386 0.55 0.96 0.67 -0.01
O -3.267 4.763 4.167 0.45 -0.89 -1.05 0.03
H -1.166 2.740 1.861 -0.41 -0.30 -0.04 0.07
H -2.353 3.657 0.849 0.48 -0.05 -0.41 0.07
H -2.947 3.018 2.263 0.43 -0.20 0.66 0.10
H -0.870 5.170 2.183 0.06 -0.39 0.03 0.11
H -2.101 6.335 5.264 0.40 0.13 0.06 0.09
H -1.443 7.100 3.830 0.26 0.00 -0.15 0.08
H -0.482 5.824 4.665 0.03 0.25 0.02 0.07
C 3.292 -0.393 0.200 2.12 1.75 -0.20 -0.14
O 2.196 -0.851 0.862 -0.97 -0.81 1.12 -0.22
C 2.114 -0.366 2.219 -0.74 -0.88 -0.25 -0.13
C 0.849 -0.985 2.796 -0.70 -0.54 -0.07 -0.20
O -0.254 -0.287 2.305 -1.83 1.96 0.64 -0.24
C -1.508 -0.603 2.989 1.08 -0.61 -1.81 -0.04
H 3.120 0.646 -0.082 0.16 0.34 -0.34 0.09
H 3.665 -0.922 -0.677 -0.92 -0.56 -0.06 0.09
H 4.162 -0.372 0.857 0.25 0.00 0.27 0.09
H 1.984 0.713 2.311 0.09 0.28 -0.45 0.12
H 3.041 -0.611 2.737 -0.07 -0.31 0.17 0.13
H 0.793 -0.996 3.884 0.55 -0.02 0.20 0.13
H 0.588 -1.965 2.395 1.30 -0.86 0.37 0.13
H -2.296 -0.237 2.331 0.04 0.44 0.30 0.09
H -1.595 -0.256 4.018 0.26 0.14 -0.08 0.09
H -1.596 -1.686 2.906 -0.17 -0.30 0.57 0.08
C 2.918 -1.433 -4.370 1.18 -0.17 0.99 -0.13
O 1.621 -1.861 -4.577 -0.98 0.98 -0.04 -0.17
C 1.539 -3.183 -4.977 -1.01 -1.48 -0.43 -0.21
C 0.055 -3.676 -5.034 0.12 -0.34 0.54 -0.16
O -0.015 -5.091 -4.727 0.35 1.95 -0.56 -0.19
C -1.325 -5.558 -4.506 0.21 -2.20 0.16 -0.12
H 3.354 -1.945 -3.512 0.14 -0.62 0.24 0.08
H 2.997 -0.402 -4.026 -0.57 0.25 -0.68 0.09
H 3.595 -1.643 -5.198 -0.09 0.25 -0.37 0.09
H 2.136 -3.830 -4.335 -0.16 -0.20 0.46 0.12
H 1.953 -3.343 -5.973 0.23 0.27 -0.31 0.12
H -0.397 -3.454 -6.000 0.24 -0.33 -0.47 0.12
H -0.617 -3.129 -4.372 0.36 0.20 0.62 0.10
H -1.211 -6.623 -4.710 -0.19 -0.28 -0.13 0.09
H -2.136 -5.264 -5.171 0.25 0.82 -0.03 0.09
H -1.627 -5.578 -3.459 -0.12 0.90 0.04 0.06
```
Positions in Å, forces in eV/Å.


A 8-piece molecular cluster, C26H62N6O10 overall at a distorted geometry. Source: OMol25; level of theory: the ωB97M-V functional and the def2-TZVPD basis.

Properties
2S+1 ... 1
Structure (SMILES) ... CNC(C)=O.CNC(C)=O.CNC(C)=O.CNC(C)=O.CNC(C)=O.CNC(C)=O.COCCOC.COCCOC
Kohn-Sham gap ... 8.97 eV
E_LUMO ... -0.1 eV
Largest force on an atom ... 2.30 eV/A
HOMO level ... -9.06 eV
Energy relative to the best compared isomer or geometry (same formula, charge and spin) ... 268.9 kJ/mol

```
104
Properties=species:S:1:pos:R:3:forces:R:3:lowdin_charge:R:1
C -18.377 -10.659 29.460 -0.76 0.64 1.08 -0.06
N -18.431 -9.395 28.733 0.20 -0.56 -0.06 0.00
C -17.866 -9.190 27.524 1.02 0.17 -0.63 -0.56
C -18.255 -7.911 26.840 -0.33 0.79 0.02 0.01
O -17.020 -9.914 27.021 -0.35 -0.35 0.24 0.03
H -17.471 -11.248 29.366 0.03 0.24 -0.67 0.09
H -19.284 -11.235 29.275 0.25 -0.35 -0.35 0.08
H -18.446 -10.409 30.522 0.11 0.03 0.04 0.08
H -19.075 -8.691 29.045 -0.10 -0.17 0.12 0.12
H -17.378 -7.369 26.493 0.19 -0.15 0.20 0.06
H -18.801 -7.252 27.518 -0.09 0.07 -0.13 0.07
H -18.863 -8.072 25.949 -0.10 -0.32 0.13 0.09
C -16.438 -5.142 21.127 -0.32 0.23 1.23 -0.07
N -15.268 -5.503 20.345 -0.80 0.52 0.56 0.03
C -14.718 -6.724 20.433 -0.15 -0.24 -1.22 -0.52
C -13.419 -6.920 19.667 -0.79 -0.60 0.10 0.02
O -15.275 -7.648 21.018 0.27 0.78 0.28 0.02
H -16.946 -4.253 20.760 0.04 -0.22 -0.52 0.08
H -16.208 -4.886 22.168 0.62 0.10 -0.05 0.07
H -17.141 -5.954 21.304 0.04 -0.20 -0.85 0.09
H -14.859 -4.783 19.777 0.25 -0.15 0.03 0.14
H -13.295 -6.309 18.775 0.07 0.54 0.39 0.09
H -13.467 -7.935 19.271 0.32 -0.15 0.37 0.08
H -12.636 -6.811 20.415 0.35 0.00 -0.38 0.07
C -11.802 -2.605 29.143 1.53 1.08 -0.27 -0.07
N -11.770 -2.686 27.697 -0.92 -0.68 0.06 0.00
C -10.689 -3.206 27.058 0.20 -0.96 -1.00 -0.54
C -10.781 -3.281 25.551 -0.17 1.16 -0.41 0.00
O -9.729 -3.706 27.618 -0.10 0.23 0.89 0.04
H -12.762 -2.315 29.562 -0.15 -0.11 -0.37 0.08
H -11.084 -1.780 29.251 -0.10 -0.20 1.50 0.09
H -11.427 -3.510 29.615 0.00 0.04 -0.11 0.08
H -12.428 -2.064 27.259 0.32 -0.21 -0.71 0.11
H -11.774 -3.629 25.274 0.05 0.15 -0.27 0.06
H -10.007 -3.839 25.031 0.04 -0.55 0.72 0.06
H -10.589 -2.276 25.160 -0.63 0.15 -0.03 0.09
C -7.849 -5.768 25.836 0.42 0.47 -0.17 -0.08
N -8.138 -6.815 24.870 -0.78 -0.20 1.35 -0.01
C -7.345 -7.081 23.814 1.86 -0.05 -1.24 -0.56
C -7.826 -8.015 22.727 -0.31 -0.17 0.35 0.00
O -6.243 -6.568 23.641 -0.72 0.46 0.43 0.04
H -7.572 -4.863 25.297 -0.11 0.01 0.01 0.09
H -7.019 -5.968 26.517 0.01 -0.29 -0.06 0.09
H -8.746 -5.572 26.419 0.05 0.05 0.00 0.06
H -8.529 -7.622 25.339 -0.42 -0.09 -0.59 0.14
H -8.192 -8.970 23.107 0.13 -0.06 -0.02 0.08
H -6.959 -8.129 22.083 -0.19 -0.32 -0.13 0.08
H -8.656 -7.589 22.161 0.04 0.15 0.05 0.07
C -15.229 -10.721 20.332 -0.97 -0.03 -0.44 -0.08
N -15.009 -10.229 21.673 0.60 0.03 -0.71 0.01
C -14.596 -11.101 22.606 0.41 -0.49 0.96 -0.57
C -14.131 -10.508 23.928 0.00 -0.03 -0.84 0.02
O -14.523 -12.311 22.424 -0.08 0.17 -0.24 0.02
H -15.026 -9.991 19.546 0.12 0.38 0.39 0.07
H -16.293 -10.959 20.249 0.08 -0.31 -0.33 0.09
H -14.645 -11.605 20.085 0.01 -0.09 0.43 0.08
H -15.018 -9.214 21.775 0.10 -0.57 0.20 0.07
H -13.060 -10.712 23.971 0.04 0.15 0.10 0.07
H -14.589 -11.030 24.765 -0.20 0.25 0.01 0.09
H -14.305 -9.433 23.898 0.04 -0.01 0.52 0.05
C -14.686 -2.573 25.330 -0.30 -1.07 0.07 -0.07
N -14.973 -1.514 24.417 -0.22 1.06 -0.77 0.00
C -14.073 -0.511 24.222 0.82 -0.38 0.75 -0.54
C -14.431 0.635 23.314 -0.40 -0.56 -0.50 0.00
O -12.994 -0.595 24.790 0.18 0.41 -0.04 0.03
H -14.145 -2.220 26.203 -0.27 0.13 0.03 0.07
H -14.085 -3.375 24.894 0.15 0.19 -0.11 0.07
H -15.630 -3.047 25.601 0.07 0.09 0.31 0.09
H -15.863 -1.463 23.954 -0.03 -0.08 0.13 0.13
H -15.310 0.323 22.746 -0.09 0.46 -0.12 0.07
H -13.618 0.819 22.614 0.07 -0.14 0.07 0.09
H -14.615 1.577 23.827 -0.10 -0.19 0.28 0.09
C -14.304 -6.920 27.431 1.15 0.04 0.40 -0.10
O -15.045 -6.248 26.440 -0.13 -0.21 0.03 -0.18
C -15.018 -6.903 25.192 -0.76 0.55 -0.51 -0.21
C -13.964 -6.364 24.237 -0.72 -0.54 -0.56 -0.23
O -12.700 -6.455 24.798 1.07 0.68 0.23 -0.16
C -11.615 -6.281 23.892 0.11 -0.61 -0.31 -0.09
H -14.544 -6.494 28.404 -0.29 -0.08 -0.06 0.09
H -13.226 -6.781 27.296 -0.01 0.21 -0.15 0.08
H -14.424 -8.008 27.437 -0.59 0.03 -0.05 0.09
H -15.967 -6.646 24.705 -0.09 -0.03 -0.02 0.12
H -15.068 -7.987 25.319 0.54 -0.05 0.02 0.11
H -14.269 -5.355 23.923 0.39 0.36 0.45 0.10
H -14.046 -6.907 23.283 0.12 -0.44 0.11 0.11
H -11.802 -5.571 23.081 -0.43 0.03 -0.01 0.09
H -11.367 -7.261 23.473 -0.09 -0.02 -0.35 0.08
H -10.688 -5.941 24.349 -0.34 0.03 0.67 0.06
C -9.098 -12.346 19.269 0.69 -1.01 -1.31 -0.11
O -10.004 -13.223 19.929 0.22 2.10 0.90 -0.17
C -10.986 -12.529 20.703 -0.83 -1.22 1.38 -0.18
C -10.522 -11.451 21.706 1.32 0.01 -0.47 -0.17
O -10.231 -10.212 21.064 0.25 0.79 0.67 -0.23
C -11.339 -9.406 20.715 -0.33 -1.27 -0.86 -0.11
H -8.853 -11.361 19.662 -0.79 -0.04 0.48 0.08
H -9.478 -12.276 18.244 0.33 0.46 -0.10 0.09
H -8.129 -12.853 19.241 -0.12 -0.19 -0.19 0.08
H -11.370 -13.402 21.237 -0.48 0.47 0.49 0.13
H -11.848 -12.131 20.158 0.28 0.02 -0.63 0.11
H -9.568 -11.763 22.141 0.15 -0.11 -0.25 0.13
H -11.100 -11.222 22.605 -0.91 -0.57 -0.38 0.11
H -11.091 -8.348 20.687 0.35 -0.10 0.14 0.07
H -12.237 -9.570 21.321 0.19 0.05 0.42 0.08
H -11.620 -9.751 19.713 -0.30 0.55 -0.21 0.09
```
Positions in Å, forces in eV/Å.